9
Properties=species:S:1:pos:R:3:forces:R:3:nbo_charge:R:1 method="wB97M-V/def2-TZVPD" total_charge=0 homo_energy_ev=-6.344 orbital_gap_ev=4.2 e_lumo_ev=-2.14 e_above_lowest_kcal_mol=106.7
S 0.1713 -2.0071 0.8560 -0.185 0.974 -0.486 -0.5920
O 0.2083 0.7395 -1.9852 -1.697 0.919 -3.646 -0.8569
C -0.0120 -0.3733 1.7369 1.240 -0.400 -0.994 -0.7416
H -0.7514 0.1671 1.1778 -0.336 0.631 -0.069 0.1634
H 0.2530 -0.2077 -1.6961 -0.020 -0.988 1.416 0.5277
H -0.0677 0.6611 -3.1103 0.729 0.669 4.300 0.5458
H -0.4478 1.2934 -1.4120 1.055 -1.399 -1.192 0.5744
H -0.3334 -0.3965 2.7640 -0.041 -0.418 0.449 0.1928
H 0.9796 0.1235 1.6689 -0.744 0.013 0.222 0.1864



82
Properties=species:S:1:pos:R:3:forces:R:3:mulliken_spin:R:1 method="wB97M-V/def2-TZVPD" total_charge=+2 homo_energy_ev="-13.168 / -13.050" orbital_gap_ev="5.6 / 5.2" e_lumo_ev="-7.59 / -7.88" e_above_lowest_kcal_mol=96.7 spin_multiplicity=2
Ir 0.0711 -0.0283 0.0524 -2.673 -0.579 -0.026 0.2273
Br -6.0094 5.7656 -2.0996 0.089 -0.085 0.110 -0.0001
Br -5.4157 -4.3464 0.1460 0.323 0.200 -0.034 -0.0002
Br 2.0090 -6.7620 0.0369 -0.135 0.386 -0.026 -0.0004
Cl 1.9286 5.4867 -0.4450 -0.270 0.092 -0.047 0.0211
Cl 2.7405 0.2949 0.6672 -0.151 -0.342 0.207 0.1174
S 0.7629 2.6792 0.0626 -0.135 -0.275 -0.253 0.6355
O -1.7909 2.2380 -2.2206 0.341 -0.368 0.281 0.0004
O -1.6359 1.4626 -0.1029 2.034 -1.663 1.320 0.0141
N -5.0505 3.3127 1.0408 -0.294 -0.285 0.838 0.0001
N 0.6292 0.0290 -2.0214 -1.148 -0.159 0.894 0.0018
N -0.0945 1.0180 4.3992 0.217 -0.173 -0.119 0.0024
N -0.0125 -0.0052 2.2694 -0.073 -0.150 -1.607 -0.0039
N -0.8935 2.1062 2.5273 -0.248 -0.294 0.283 -0.0015
N -1.7784 -1.4661 -0.0177 1.316 1.147 -0.061 0.0044
N 0.7388 -2.3001 -0.1984 0.378 1.575 0.458 0.0405
C 5.2369 3.3124 -0.0327 -0.034 -0.156 0.046 -0.0013
C -1.1354 3.3709 3.1986 -0.070 0.223 0.148 -0.0008
C 3.0052 4.1743 -0.1989 0.304 -0.472 0.012 0.0068
C -4.1400 -1.8110 -0.0700 0.139 -0.334 0.072 -0.0035
C -0.3087 3.4375 4.4670 -0.094 -0.145 -0.060 0.0002
C -0.3250 1.0225 3.0706 -0.172 0.290 -0.324 -0.0047
C 4.3748 4.3696 -0.2670 -0.035 0.006 0.035 0.0031
C 0.5339 -1.2057 2.8917 -0.049 -0.213 0.084 0.0056
C 0.2588 -0.9420 -6.6979 0.007 -0.021 -0.055 0.0001
C -0.7260 1.2466 -6.4367 -0.011 -0.008 -0.086 0.0001
C 0.5184 -0.1154 5.0758 0.117 -0.154 0.044 0.0005
C -0.1835 -3.2484 0.0074 -0.026 -0.197 0.066 -0.0227
C -5.6322 4.2086 0.2659 0.204 0.091 -0.406 0.0004
C -0.3386 0.1872 -7.2478 -0.004 -0.004 0.119 0.0001
C 2.4338 -3.9738 -0.3760 -0.174 -0.134 0.046 0.0027
C -3.9955 3.8530 -1.4427 -0.082 0.151 -0.207 -0.0013
C -2.6476 -3.6715 0.1130 -0.008 0.074 0.014 -0.0013
C -0.5060 1.1964 -5.0747 0.036 0.027 0.198 -0.0001
C 1.4958 -4.9565 -0.0881 0.087 -0.148 0.009 -0.0014
C 0.1184 0.0672 -4.5262 -0.137 0.122 -0.760 0.0013
C 3.3716 1.8665 0.3039 0.121 0.905 -0.194 -0.0433
C -3.9704 2.6676 0.6361 -0.033 0.388 -0.519 -0.0020
C -5.1326 4.5093 -1.0025 0.010 -0.078 0.028 -0.0002
C -0.5266 2.1401 5.2258 -0.137 0.300 -0.019 -0.0002
C -2.1592 2.1591 -1.0689 -0.800 1.095 -1.344 -0.0062
C -3.4016 2.9173 -0.6106 0.569 -0.640 0.409 0.0034
C -1.5791 -2.7889 0.0606 -0.194 -0.213 0.086 0.0272
C -3.9446 -3.1781 0.0574 -0.234 -0.047 0.015 0.0000
C 0.3743 0.0412 -3.1438 0.247 -0.017 0.489 -0.0051
C 0.1683 -4.5882 0.0899 0.133 -0.010 -0.041 -0.0019
C 2.4732 2.9047 0.0650 0.502 -0.145 -0.007 -0.0148
C 2.0033 -2.6627 -0.4085 0.407 0.006 -0.145 -0.0016
C 0.4940 -1.0106 -5.3401 0.011 0.014 0.145 -0.0002
C 4.7376 2.0536 0.2695 0.151 -0.085 -0.044 0.0036
C -3.0214 -1.0012 -0.0905 -0.277 0.386 -0.023 -0.0160
C 1.3948 -0.8680 4.0994 -0.205 0.003 -0.081 -0.0009
H -1.2357 2.0062 1.5826 0.016 -0.027 0.010 -0.0037
H -3.5547 1.9354 1.3183 0.009 0.009 0.018 0.0006
H -1.2013 2.1144 -6.8709 -0.007 0.020 0.003 0.0000
H 0.9658 -1.8828 -4.9084 0.020 0.003 0.018 0.0000
H 1.1003 0.2599 5.9181 -0.018 0.037 -0.048 0.0000
H 1.7815 -1.7764 4.5584 0.006 -0.015 0.003 -0.0001
H 5.4092 1.2306 0.4683 -0.001 -0.044 -0.016 0.0024
H 0.5425 -1.7676 -7.3347 0.025 -0.011 -0.004 0.0000
H -2.4922 -4.7359 0.1825 0.039 -0.021 -0.005 0.0009
H 2.7098 -1.8729 -0.6226 -0.049 -0.007 0.018 0.0026
H 2.2371 -0.2418 3.7956 0.009 -0.037 -0.002 0.0006
H -6.5144 4.6974 0.6593 -0.016 0.054 -0.070 0.0001
H 6.3057 3.4577 -0.0845 0.018 0.045 0.013 -0.0003
H -3.1252 0.0686 -0.1700 -0.012 -0.060 0.072 0.0072
H -0.5058 0.2386 -8.3144 -0.017 -0.007 -0.028 0.0001
H -1.5812 2.0244 5.4980 0.039 0.015 0.041 0.0001
H 1.1192 -1.7557 2.1539 -0.004 0.067 0.079 0.0034
H 0.0616 2.1320 6.1421 -0.012 -0.102 -0.033 0.0000
H -2.1997 3.4641 3.4393 0.050 0.042 -0.037 -0.0003
H -3.5715 4.0554 -2.4169 -0.005 -0.008 -0.005 -0.0001
H -0.5623 -5.3569 0.2850 -0.079 0.044 -0.014 0.0005
H -0.2912 -1.8570 3.2077 0.083 -0.116 -0.029 0.0003
H -5.1321 -1.3924 -0.1440 0.018 0.098 0.011 -0.0004
H -0.6048 4.2934 5.0702 0.003 0.002 -0.007 0.0000
H 0.7520 3.5297 4.2230 -0.001 0.072 0.022 -0.0004
H -0.2590 -0.7732 5.4810 0.054 0.016 0.010 0.0001
H 3.4682 -4.2246 -0.5559 0.032 0.062 -0.009 0.0001
H -0.8159 2.0031 -4.4239 0.025 -0.008 0.002 0.0002
H -0.8718 4.1824 2.5157 -0.011 -0.069 -0.006 0.0001
H 4.7656 5.3483 -0.5059 -0.055 0.058 0.025 0.0019



75
Properties=species:S:1:pos:R:3:forces:R:3:lowdin_charge:R:1 method="wB97M-V/def2-TZVPD" total_charge=+2 homo_energy_ev="-12.980 / -12.975" orbital_gap_ev="6.7 / 6.7" e_lumo_ev="-6.29 / -6.25" e_above_lowest_kcal_mol=0.0
Ir -1.1419 2.8055 0.0989 -0.535 0.645 0.101 1.4366
F -1.9828 6.7202 2.0322 -0.007 0.046 0.038 0.1180
F 2.4452 6.7058 -1.0885 -0.015 0.001 0.029 0.1297
F 0.6454 4.7636 -1.3728 0.016 0.213 -0.045 0.0998
F -1.6257 -3.9546 -0.5657 0.001 -0.011 0.014 0.0827
F -0.2055 8.7078 2.2378 0.001 0.018 0.005 0.1293
O -0.6766 0.8353 -0.0650 -0.568 0.223 0.163 -0.1798
O 2.9193 2.9570 0.7081 0.138 -0.045 0.031 0.1007
O 0.7145 3.1715 0.6901 0.809 0.064 0.204 -0.1921
N 1.4829 -7.6404 0.7352 0.008 0.017 -0.024 0.0626
N 0.8208 -5.3636 -0.2146 0.019 0.012 -0.006 -0.0903
N 2.9452 -1.0448 0.3373 -0.052 0.032 0.008 -0.0037
N -3.2245 2.5227 -0.1973 0.012 -0.080 -0.198 -0.3031
N -1.6098 4.6102 0.2347 0.280 -1.426 0.382 -0.1200
C 2.5018 -7.1154 -0.2475 -0.007 -0.012 -0.006 -0.0627
C 4.7990 -2.0173 -1.0073 -0.006 0.012 -0.008 -0.0480
C -0.5007 -3.2658 -0.3016 -0.021 0.038 -0.032 -0.1796
C 1.8129 2.4853 0.5858 -0.437 0.167 -0.035 -0.5601
C -0.3562 -6.2221 -0.0907 0.005 0.005 0.015 -0.1227
C -3.5268 1.5788 -1.3219 -0.126 0.034 0.041 -0.2415
C 1.6719 0.9939 0.3703 -0.245 -0.016 -0.068 -0.0072
C -0.5814 -1.9107 -0.2070 -0.064 -0.034 -0.029 0.0984
C 1.1676 7.7464 0.5870 -0.038 -0.051 -0.015 0.1240
C 0.5686 -1.1418 0.0103 -0.014 0.099 0.008 -0.0421
C 1.8476 -5.9795 -1.0431 -0.012 -0.006 -0.029 -0.1174
C 4.2870 -1.6593 0.3777 0.016 -0.012 0.006 -0.1625
C -3.1065 1.7809 2.2740 0.000 0.007 0.005 -0.0912
C -3.9533 2.0244 1.0399 -0.016 0.069 -0.079 -0.2067
C 0.1159 -7.6693 0.1164 -0.009 0.007 0.011 -0.0686
C 0.7196 -3.9597 -0.1638 0.026 -0.019 0.021 -0.1249
C -3.0496 4.8868 0.3558 -0.158 0.216 -0.219 -0.1572
C 0.4756 0.3018 0.1087 0.585 -0.047 -0.044 -0.2479
C 2.8438 0.2793 0.4567 0.064 -0.076 -0.017 0.0679
C -2.8280 1.8897 -2.6340 0.025 -0.028 -0.036 -0.0812
C -0.7037 5.6661 0.3506 0.208 0.231 -0.181 -0.1349
C 1.8546 -3.1988 0.0487 0.020 -0.007 0.004 0.0617
C -3.7198 3.8849 -0.5489 -0.050 -0.109 -0.044 -0.1671
C 1.3699 6.7151 -0.3069 0.015 0.022 -0.016 -0.1911
C 1.8017 -1.7994 0.1244 0.047 -0.004 0.011 -0.1045
C -0.9103 6.7264 1.2349 0.053 -0.035 0.112 -0.1362
C 0.0175 7.7401 1.3548 0.027 -0.009 0.002 -0.1962
C 0.4565 5.6840 -0.4295 -0.063 -0.031 -0.157 -0.1588
H 2.6048 -5.2554 -1.3290 -0.009 -0.005 0.005 0.1255
H -3.4254 4.0907 -1.5755 0.004 0.034 -0.015 0.1200
H 2.8001 -7.9442 -0.8864 0.005 -0.007 0.010 0.1417
H -3.3508 4.7790 1.3998 0.012 -0.018 -0.026 0.1290
H -4.6121 1.5864 -1.4664 -0.001 -0.106 0.016 0.1328
H -4.7371 2.7451 1.2749 0.008 0.019 -0.019 0.1209
H 2.7999 -3.7039 0.1792 -0.010 -0.001 0.012 0.1095
H 4.1429 -2.7224 -1.5185 0.001 -0.002 -0.001 0.0663
H 4.8807 -1.1249 -1.6272 0.002 -0.001 0.001 0.0926
H 5.7896 -2.4634 -0.9274 -0.003 0.001 0.002 0.0907
H -3.7759 1.5345 3.0996 0.016 -0.047 -0.002 0.0893
H 4.2520 -2.5195 1.0453 -0.008 0.000 -0.002 0.1205
H 1.4575 -7.0137 1.5415 0.010 -0.008 0.010 0.1860
H -3.2908 5.9028 0.0426 0.080 -0.005 0.008 0.1438
H -3.3531 2.6424 -3.2194 0.014 0.022 0.007 0.0795
H -3.2484 0.5874 -0.9643 0.057 0.041 0.000 0.1043
H 3.3611 -6.7838 0.3316 -0.007 0.009 0.008 0.1375
H -2.7889 0.9816 -3.2352 -0.046 0.019 -0.026 0.0863
H 1.8888 8.5464 0.6809 0.000 -0.001 0.001 0.1539
H -1.0040 -6.2031 -0.9703 0.001 -0.001 -0.004 0.1366
H -2.5318 2.6605 2.5626 -0.032 0.004 0.030 0.0624
H -1.5391 -1.4242 -0.3282 0.011 0.001 0.013 0.1371
H 4.9430 -0.9304 0.8475 -0.006 -0.002 0.009 0.1308
H -0.5549 -8.2187 0.7720 0.004 -0.005 0.004 0.1435
H 1.4121 -6.3651 -1.9718 0.000 0.001 0.000 0.1417
H -1.8017 2.2266 -2.4796 -0.004 -0.026 0.001 0.0551
H 1.7551 -8.5644 1.0718 -0.005 -0.004 -0.006 0.1903
H -4.4600 1.1026 0.7575 -0.023 0.000 0.025 0.1174
H 0.2139 -8.2183 -0.8180 0.005 0.004 -0.003 0.1407
H 3.7578 0.8355 0.6280 -0.008 0.013 0.005 0.1588
H -0.9438 -5.8965 0.7658 -0.003 0.003 -0.007 0.1385
H -2.4147 0.9493 2.1359 0.013 0.019 -0.006 0.0635
H -4.8085 3.9398 -0.4833 -0.008 -0.071 0.030 0.1415